Entry 1:
{"formula": "C31H39Cl54N2O2", "method": "wB97M-V/def2-TZVPD", "orbital_gap_ev": 7.1, "largest_force_ev_per_a": 8.83, "total_charge": 1, "energy_ev": -716045.875, "species": ["C", "N", "C", "C", "C", "C", "C", "C", "C", "C", "O", "C", "C", "O", "C", "C", "N", "H", "H", "H", "H", "H", "H", "H", "H", "H", "H", "H", "H", "H", "H", "H", "H", "H", "H", "H", "H", "H", "C", "Cl", "Cl", "Cl", "H", "C", "Cl", "Cl", "Cl", "H", "C", "Cl", "Cl", "Cl", "H", "C", "Cl", "Cl", "Cl", "H", "C", "Cl", "Cl", "Cl", "H", "C", "Cl", "Cl", "Cl", "H", "C", "Cl", "Cl", "Cl", "H", "C", "Cl", "Cl", "Cl", "H", "C", "Cl", "Cl", "Cl", "H", "C", "Cl", "Cl", "Cl", "H", "C", "Cl", "Cl", "Cl", "H", "C", "Cl", "Cl", "Cl", "H", "C", "Cl", "Cl", "Cl", "H", "C", "Cl", "Cl", "Cl", "H", "C", "Cl", "Cl", "Cl", "H", "C", "Cl", "Cl", "Cl", "H", "C", "Cl", "Cl", "Cl", "H", "C", "Cl", "Cl", "Cl", "H"], "coordinates": [[-4.74, -0.74, -1.31], [-3.94, -1.88, -0.73], [-4.73, -3.18, -0.69], [-3.64, -4.33, -0.15], [-2.58, -3.77, 1.02], [-1.42, -4.79, 1.61], [-0.41, -4.18, 2.75], [1.13, -4.45, 2.23], [1.57, -3.28, 1.13], [1.08, -3.61, -0.40], [2.23, -3.71, -1.35], [2.19, -2.51, -2.24], [1.87, -2.61, -3.87], [2.47, -1.30, -1.67], [-1.39, -6.31, 0.98], [-2.52, -6.72, -0.17], [-3.58, -5.75, -0.69], [-4.52, 0.22, -0.63], [-5.89, -0.94, -1.42], [-4.25, -0.48, -2.36], [-3.07, -2.01, -1.28], [-5.65, -3.14, 0.06], [-5.11, -3.54, -1.75], [-2.62, -2.68, 1.43], [-0.62, -4.59, 3.85], [-0.61, -3.01, 2.82], [1.85, -4.42, 3.15], [1.26, -5.50, 1.68], [1.15, -2.23, 1.44], [2.76, -3.26, 1.11], [0.43, -4.57, -0.51], [0.43, -2.69, -0.80], [2.03, -3.74, -4.16], [2.70, -1.98, -4.44], [0.79, -2.25, -4.15], [-0.55, -7.04, 1.36], [-2.45, -7.83, -0.58], [-4.27, -6.06, -1.44], [-8.64, -2.90, 1.78], [-7.30, -4.06, 1.72], [-8.97, -2.42, 3.45], [-8.27, -1.48, 0.78], [-9.53, -3.39, 1.37], [-7.35, 1.95, -2.89], [-7.48, 0.90, -1.47], [-6.15, 3.22, -2.60], [-6.93, 1.01, -4.33], [-8.32, 2.43, -3.06], [2.69, 1.73, -3.47], [2.97, 3.46, -3.75], [1.52, 1.50, -2.16], [2.12, 0.94, -4.95], [3.63, 1.27, -3.17], [-0.24, 3.02, 1.39], [0.05, 4.75, 1.10], [-1.41, 2.79, 2.70], [-0.80, 2.24, -0.09], [0.71, 2.56, 1.68], [5.64, -1.93, -1.11], [5.51, -2.99, 0.31], [6.85, -0.66, -0.82], [6.07, -2.87, -2.55], [4.68, -1.46, -1.28], [-3.46, 0.91, 5.81], [-3.18, 2.63, 5.53], [-4.63, 0.68, 7.13], [-4.03, 0.12, 4.33], [-2.51, 0.45, 6.11], [5.31, -1.08, -6.93], [5.00, 0.35, -7.94], [5.68, -0.60, -5.27], [3.91, -2.17, -6.97], [6.17, -1.61, -7.34], [1.46, -1.74, 4.68], [0.27, -1.04, 5.79], [1.59, -0.76, 3.21], [3.04, -1.89, 5.47], [1.12, -2.74, 4.40], [-3.12, 7.29, 2.39], [-1.94, 7.87, 1.21], [-2.66, 5.70, 3.02], [-3.30, 8.45, 3.72], [-4.09, 7.19, 1.89], [-2.37, 11.73, 2.06], [-3.56, 12.43, 3.17], [-2.24, 12.71, 0.59], [-0.79, 11.58, 2.85], [-2.71, 10.73, 1.77], [-12.66, -1.31, 0.75], [-13.08, -0.68, -0.85], [-11.63, -2.74, 0.61], [-11.86, -0.06, 1.72], [-13.58, -1.60, 1.26], [6.47, -3.48, -9.78], [6.33, -4.54, -8.36], [7.67, -2.21, -9.49], [6.89, -4.42, -11.22], [5.50, -3.00, -9.95], [9.81, -2.56, 0.36], [9.67, -3.62, 1.78], [11.01, -1.29, 0.65], [10.23, -3.50, -1.08], [8.84, -2.08, 0.19], [-5.15, 6.28, -5.01], [-5.45, 7.70, -6.01], [-4.77, 6.76, -3.34], [-6.54, 5.18, -5.04], [-4.29, 5.75, -5.41], [3.76, -3.56, 8.75], [4.94, -4.81, 9.18], [2.11, -4.19, 8.87], [3.95, -2.15, 9.80], [3.94, -3.25, 7.72], [11.55, -1.36, -11.34], [11.25, 0.07, -12.35], [11.93, -0.88, -9.68], [10.16, -2.45, -11.38], [12.42, -1.89, -11.75], [1.75, 0.45, 11.47], [1.32, 0.17, 13.17], [0.46, -0.14, 10.40], [2.06, 2.17, 11.19], [2.66, -0.11, 11.25], [2.90, 13.01, 2.77], [2.39, 14.69, 3.01], [3.67, 12.81, 1.18], [4.00, 12.50, 4.06], [2.01, 12.38, 2.80]]}

Entry 2:
{"formula": "C28H38BF2IrN8O4P2", "method": "wB97M-V/def2-TZVPD", "orbital_gap_ev": [7.3, 5.8], "largest_force_ev_per_a": 0.65, "spin_multiplicity": 6, "total_charge": 3, "energy_ev": -77273.771, "species": ["Ir", "C", "N", "C", "P", "O", "O", "P", "O", "N", "C", "C", "N", "C", "C", "N", "C", "C", "H", "H", "H", "H", "H", "H", "H", "H", "H", "H", "H", "H", "H", "H", "H", "H", "H", "H", "H", "H", "H", "H", "H", "H", "C", "O", "C", "C", "C", "C", "C", "C", "C", "N", "C", "C", "N", "C", "C", "C", "C", "N", "C", "C", "N", "C", "C", "C", "C", "H", "H", "H", "H", "H", "H", "H", "H", "H", "H", "H", "H", "H", "H", "F", "B", "F"], "coordinates": [[1.00, 1.00, 0.67], [3.55, 4.03, 2.50], [4.05, 2.72, 2.05], [3.96, 1.64, 3.04], [4.05, 2.27, 0.49], [3.14, 1.10, 0.14], [3.54, 3.58, -0.29], [2.04, 3.86, -0.84], [1.04, 3.04, -0.04], [1.99, 3.45, -2.41], [2.82, 4.21, -3.36], [1.73, 2.07, -2.82], [1.87, 5.45, -0.67], [2.97, 6.39, -0.44], [0.52, 5.98, -0.41], [5.56, 1.97, 0.02], [6.65, 2.88, 0.41], [5.82, 1.19, -1.20], [3.95, 4.22, 3.49], [2.46, 4.06, 2.55], [3.90, 4.82, 1.84], [4.38, 1.98, 3.98], [4.52, 0.77, 2.71], [2.92, 1.34, 3.22], [2.81, 5.27, -3.09], [2.39, 4.11, -4.35], [3.85, 3.85, -3.38], [1.01, 1.60, -2.15], [2.64, 1.46, -2.84], [1.30, 2.08, -3.82], [3.93, 5.94, -0.70], [3.00, 6.71, 0.60], [2.82, 7.27, -1.06], [-0.24, 5.32, -0.83], [0.43, 6.95, -0.88], [0.34, 6.08, 0.67], [6.44, 3.33, 1.38], [6.78, 3.67, -0.33], [7.57, 2.31, 0.48], [4.98, 0.52, -1.40], [6.71, 0.59, -1.05], [5.98, 1.85, -2.06], [-7.61, -9.65, 0.17], [-7.93, -8.23, 0.12], [-7.00, -7.33, 0.11], [-5.61, -7.60, 0.14], [-4.73, -6.56, 0.10], [-5.19, -5.21, 0.06], [-6.59, -4.95, 0.05], [-7.48, -5.98, 0.08], [-4.21, -4.17, 0.02], [-2.90, -4.38, 0.00], [-2.34, -3.16, -0.01], [-3.30, -2.16, 0.00], [-4.49, -2.82, 0.02], [-2.99, -0.76, 0.00], [-3.91, 0.30, -0.01], [-3.45, 1.59, -0.03], [-2.08, 1.83, -0.03], [-1.20, 0.83, -0.01], [-1.62, -0.45, -0.01], [-0.60, -1.48, -0.01], [0.69, -1.08, -0.01], [1.67, -1.98, -0.04], [1.41, -3.35, -0.08], [0.10, -3.78, -0.07], [-0.93, -2.83, -0.03], [-8.56, -10.16, 0.18], [-7.05, -9.87, 1.07], [-7.04, -9.93, -0.72], [-5.24, -8.62, 0.18], [-3.67, -6.74, 0.11], [-6.97, -3.94, 0.02], [-8.55, -5.81, 0.07], [-5.41, -2.41, 0.04], [-4.97, 0.11, 0.01], [-4.14, 2.43, -0.04], [-1.67, 2.83, -0.03], [2.68, -1.60, -0.04], [2.23, -4.05, -0.12], [-0.14, -4.84, -0.10], [-0.19, 2.15, 3.25], [0.12, 1.03, 2.64], [-0.34, -0.11, 3.14]]}

Entry 3:
{"formula": "C4H12S2", "method": "wB97M-V/def2-TZVPD", "orbital_gap_ev": 9.3, "relative_energy_kcal_mol": 36.1, "largest_force_ev_per_a": 2.77, "energy_ev": -26011.552, "species": ["C", "S", "C", "H", "H", "H", "H", "H", "H", "C", "S", "C", "H", "H", "H", "H", "H", "H"], "coordinates": [[1.44, 1.72, 0.97], [-0.01, 2.15, 2.01], [-1.34, 2.70, 0.78], [2.05, 2.41, 0.39], [1.03, 1.02, 0.21], [2.09, 1.26, 1.65], [-1.91, 3.42, 1.36], [-0.78, 3.32, 0.07], [-1.93, 1.97, 0.28], [-0.72, -2.67, -2.59], [-0.41, -1.87, -1.04], [1.29, -2.20, -0.71], [-1.21, -1.91, -3.23], [-1.48, -3.46, -2.49], [0.04, -3.29, -2.98], [1.68, -3.24, -0.95], [1.82, -1.31, -0.93], [1.30, -2.05, 0.41]]}

Entry 4:
{"formula": "C28H40Br2N2O7S", "method": "wB97M-V/def2-TZVPD", "orbital_gap_ev": 8.5, "largest_force_ev_per_a": 0.83, "energy_ev": -197915.442, "species": ["C", "C", "Br", "C", "Br", "C", "C", "C", "C", "C", "C", "S", "C", "C", "C", "C", "N", "C", "O", "C", "C", "N", "H", "H", "H", "H", "H", "H", "H", "H", "H", "H", "H", "H", "C", "O", "C", "C", "O", "C", "C", "O", "C", "H", "H", "H", "H", "H", "H", "H", "H", "H", "H", "H", "H", "H", "H", "C", "O", "C", "C", "O", "C", "C", "O", "C", "H", "H", "H", "H", "H", "H", "H", "H", "H", "H", "H", "H", "H", "H"], "coordinates": [[-0.25, 2.22, 6.78], [0.17, 1.54, 5.47], [0.28, 2.84, 4.03], [-0.74, 0.36, 5.16], [0.01, -0.69, 3.68], [-2.19, 0.66, 4.92], [-2.67, 1.19, 3.72], [-4.01, 1.49, 3.57], [-4.91, 1.23, 4.60], [-4.44, 0.68, 5.79], [-3.09, 0.41, 5.95], [-5.61, 0.26, 7.05], [-6.67, 1.66, 6.84], [-7.30, 2.26, 7.92], [-8.21, 3.28, 7.72], [-8.44, 3.74, 6.44], [-9.40, 4.79, 6.25], [-9.07, 5.81, 5.67], [-8.79, 6.77, 5.07], [-7.80, 3.17, 5.35], [-6.92, 2.12, 5.55], [-6.28, 1.48, 4.47], [0.12, 3.23, 6.80], [0.22, 1.69, 7.61], [-1.33, 2.22, 6.90], [1.18, 1.17, 5.57], [-0.67, -0.32, 6.01], [-1.99, 1.36, 2.90], [-4.37, 1.91, 2.65], [-2.75, 0.00, 6.89], [-7.09, 1.90, 8.91], [-8.72, 3.73, 8.55], [-8.00, 3.52, 4.35], [-6.51, 1.90, 3.58], [0.21, 0.27, -5.56], [0.23, -0.22, -4.24], [1.53, -0.59, -3.83], [1.59, -0.81, -2.34], [1.71, 0.38, -1.59], [0.51, 1.11, -1.37], [-0.35, 0.56, -0.25], [-1.10, -0.55, -0.71], [-1.70, -1.25, 0.36], [0.57, -0.48, -6.27], [-0.82, 0.52, -5.80], [0.82, 1.18, -5.66], [2.26, 0.19, -4.11], [1.81, -1.53, -4.34], [2.50, -1.37, -2.12], [0.73, -1.41, -2.01], [-0.07, 1.20, -2.29], [0.84, 2.11, -1.06], [-1.03, 1.34, 0.10], [0.29, 0.26, 0.58], [-0.95, -1.66, 1.03], [-2.29, -2.06, -0.06], [-2.37, -0.59, 0.94], [6.58, -2.25, -9.48], [6.42, -2.80, -8.19], [7.64, -3.27, -7.66], [7.49, -3.59, -6.19], [7.56, -2.46, -5.35], [6.37, -1.68, -5.23], [5.36, -2.26, -4.28], [4.62, -3.30, -4.90], [3.90, -4.06, -3.96], [6.98, -2.99, -10.18], [5.60, -1.93, -9.83], [7.25, -1.38, -9.46], [8.43, -2.52, -7.79], [7.94, -4.18, -8.20], [8.35, -4.21, -5.90], [6.58, -4.17, -6.01], [5.92, -1.51, -6.21], [6.70, -0.72, -4.83], [4.67, -1.46, -3.97], [5.87, -2.64, -3.39], [4.58, -4.57, -3.26], [3.33, -4.81, -4.51], [3.20, -3.44, -3.38]]}

Entry 5:
{"formula": "H5NO", "method": "wB97M-V/def2-TZVPD", "orbital_gap_ev": 9.9, "relative_energy_kcal_mol": 11.0, "largest_force_ev_per_a": 1.81, "energy_ev": -3618.442, "species": ["N", "H", "H", "H", "H", "H", "O"], "coordinates": [[-0.17, 0.03, -1.22], [-0.08, -0.21, -2.19], [-0.58, 0.94, -1.14], [-0.35, -0.64, -0.51], [0.97, -0.56, 1.71], [0.10, 0.65, 1.89], [0.11, -0.21, 1.46]]}

Entry 6:
{"formula": "C2H2ClNO", "method": "wB97M-V/def2-TZVPD", "orbital_gap_ev": 7.2, "relative_energy_kcal_mol": 113.0, "largest_force_ev_per_a": 9.46, "energy_ev": -18160.475, "species": ["C", "C", "N", "O", "Cl", "H", "H"], "coordinates": [[0.52, 0.44, 0.19], [-0.69, -0.27, 0.08], [1.90, -0.66, 0.03], [-1.80, 0.15, -0.08], [3.25, 0.16, -0.05], [0.62, 1.41, 0.45], [-0.35, -1.34, -0.15]]}

Entry 7:
{"formula": "C41H44Cl2N6O6SSr", "method": "wB97M-V/def2-TZVPD", "orbital_gap_ev": 7.8, "relative_energy_kcal_mol": 1.0, "largest_force_ev_per_a": 0.26, "energy_ev": -101180.399, "species": ["Sr", "N", "C", "C", "C", "C", "N", "H", "H", "H", "H", "H", "H", "H", "H", "H", "H", "H", "H", "O", "C", "C", "C", "C", "C", "C", "N", "H", "H", "H", "H", "H", "H", "H", "C", "C", "C", "C", "N", "C", "C", "C", "C", "C", "C", "N", "H", "H", "H", "H", "H", "H", "H", "H", "C", "C", "C", "C", "C", "C", "C", "S", "O", "O", "O", "H", "H", "H", "H", "H", "H", "H", "Cl", "C", "C", "C", "C", "C", "Cl", "C", "N", "C", "C", "C", "C", "C", "C", "C", "C", "O", "O", "H", "H", "H", "H", "H", "H", "H", "H", "H", "H"], "coordinates": [[0.34, 0.65, 0.65], [2.34, -0.90, 1.84], [3.65, -1.45, 1.42], [3.84, -1.38, -0.10], [4.57, -0.13, -0.58], [3.91, 1.19, -0.23], [2.57, 1.30, -0.81], [2.37, -0.67, 2.82], [1.66, -1.67, 1.75], [3.75, -2.49, 1.75], [4.44, -0.88, 1.91], [2.85, -1.44, -0.57], [4.40, -2.26, -0.43], [4.69, -0.18, -1.67], [5.58, -0.13, -0.16], [4.56, 2.01, -0.56], [3.82, 1.28, 0.86], [2.55, 0.92, -1.75], [2.29, 2.27, -0.88], [-1.68, 2.25, 1.78], [-3.00, 1.76, 1.69], [-3.28, 1.04, 0.39], [-4.53, 1.11, -0.21], [-4.74, 0.39, -1.38], [-3.70, -0.35, -1.91], [-2.49, -0.35, -1.24], [-2.27, 0.33, -0.12], [-1.60, 3.03, 1.20], [-3.73, 2.57, 1.82], [-3.13, 1.06, 2.52], [-5.31, 1.72, 0.23], [-5.71, 0.43, -1.87], [-3.82, -0.93, -2.81], [-1.65, -0.93, -1.61], [2.38, 3.21, 4.31], [1.89, 2.68, 5.49], [0.92, 1.69, 5.44], [0.48, 1.26, 4.19], [0.97, 1.75, 3.05], [1.88, 2.71, 3.11], [-0.58, 0.21, 4.06], [-1.53, 0.01, 5.06], [-2.50, -0.97, 4.87], [-2.48, -1.72, 3.70], [-1.49, -1.46, 2.77], [-0.57, -0.51, 2.94], [3.12, 3.99, 4.31], [2.26, 3.03, 6.45], [0.53, 1.25, 6.34], [2.21, 3.11, 2.16], [-1.54, 0.62, 5.94], [-3.26, -1.13, 5.62], [-3.22, -2.48, 3.52], [-1.42, -2.02, 1.84], [1.84, 7.55, -4.88], [1.33, 6.54, -3.89], [0.51, 5.49, -4.30], [0.04, 4.56, -3.38], [0.38, 4.68, -2.05], [1.19, 5.72, -1.62], [1.66, 6.64, -2.54], [-0.26, 3.52, -0.88], [-0.28, 2.22, -1.57], [-1.57, 3.99, -0.47], [0.68, 3.47, 0.25], [1.48, 7.33, -5.89], [2.93, 7.55, -4.90], [1.52, 8.56, -4.62], [0.25, 5.39, -5.34], [-0.59, 3.73, -3.70], [1.45, 5.80, -0.57], [2.30, 7.46, -2.21], [-3.13, -3.54, -0.29], [-2.11, -4.82, 0.28], [-2.03, -5.02, 1.65], [-1.27, -6.04, 2.18], [-0.58, -6.88, 1.32], [-0.66, -6.67, -0.04], [0.25, -7.73, -1.09], [-1.41, -5.64, -0.62], [-1.50, -5.52, -2.00], [-1.36, -4.28, -2.72], [-2.30, -4.03, -3.72], [-2.20, -2.91, -4.52], [-1.15, -2.02, -4.32], [-0.22, -2.27, -3.33], [-0.29, -3.40, -2.52], [0.75, -3.62, -1.46], [0.55, -2.75, -0.20], [0.80, -3.25, 0.90], [0.20, -1.55, -0.41], [-2.59, -4.36, 2.30], [-1.21, -6.18, 3.25], [0.03, -7.69, 1.70], [-1.07, -6.29, -2.47], [-3.11, -4.74, -3.84], [-2.94, -2.73, -5.29], [-1.07, -1.13, -4.93], [0.59, -1.58, -3.17], [1.73, -3.32, -1.86], [0.84, -4.66, -1.16]]}

Repeat the sixth record exactly.
{"formula": "C2H2ClNO", "method": "wB97M-V/def2-TZVPD", "orbital_gap_ev": 7.2, "relative_energy_kcal_mol": 113.0, "largest_force_ev_per_a": 9.46, "energy_ev": -18160.475, "species": ["C", "C", "N", "O", "Cl", "H", "H"], "coordinates": [[0.52, 0.44, 0.19], [-0.69, -0.27, 0.08], [1.90, -0.66, 0.03], [-1.80, 0.15, -0.08], [3.25, 0.16, -0.05], [0.62, 1.41, 0.45], [-0.35, -1.34, -0.15]]}